Entry 1:
{"formula": "C5H8BrN2", "method": "ωB97M-V with the def2-TZVPD basis set", "symbols": ["C", "N", "N", "C", "C", "C", "C", "Br", "H", "H", "H", "H", "H", "H", "H", "H"], "positions_angstrom": [[0.3651, 0.3947, -1.7410], [-0.0425, 0.4703, -0.3530], [-0.6916, 1.5043, 0.1439], [-1.0773, 1.2759, 1.4333], [-0.6632, 0.0339, 1.7662], [0.0537, -0.4559, 0.6480], [0.7822, -1.7181, 0.3747], [-0.4567, -3.1793, -0.2881], [0.1907, 1.4685, -2.1733], [1.2829, -0.0996, -1.7879], [-0.3270, -0.2935, -2.1692], [-0.7895, 2.3944, -0.3434], [-1.6747, 1.9536, 2.0846], [-0.8722, -0.1764, 2.7616], [1.1993, -2.0513, 1.3252], [1.5074, -1.5303, -0.4689]], "atomic_forces_ev_per_a": [[-2.251, 2.250, -0.142], [0.427, -0.906, 2.381], [-1.489, 2.094, 1.030], [-0.513, 1.176, -1.102], [0.914, 0.488, -1.365], [-0.633, -0.071, -0.661], [-0.299, -0.172, -0.771], [0.742, 1.078, 0.439], [1.023, -2.276, 0.461], [1.883, 0.195, -0.397], [-0.700, -0.281, -0.873], [0.100, -0.547, -0.110], [0.755, -0.287, -1.118], [0.240, -1.789, 1.369], [0.305, -0.285, -0.503], [-0.502, -0.666, 1.361]], "mulliken_charge": [-0.6241, 0.3085, -0.2807, 0.0445, -0.7160, 0.3450, -0.6941, -0.0405, 0.2457, 0.2903, 0.4062, 0.2345, 0.4227, 0.3963, 0.4160, 0.2457], "e_lumo_ev": -4.088, "smiles": "C[n+]1[nH]ccc1CBr", "relative_energy_ev": 2.045, "max_force_ha_per_bohr": 0.06195, "total_charge": 1}

---

Entry 2:
{"formula": "C5H8BrNS2", "method": "ωB97M-V with the def2-TZVPD basis set", "symbols": ["C", "C", "C", "C", "C", "N", "S", "S", "Br", "H", "H", "H", "H", "H", "H", "H", "H"], "positions_angstrom": [[1.8015, 0.9504, -0.9097], [-1.8114, 1.7266, -1.2286], [0.0852, 0.4732, 1.6015], [0.9114, -1.9863, -0.1290], [-0.7315, 0.2940, 0.2700], [-1.1213, 1.5406, -0.2452], [3.1904, 0.3774, -1.1679], [0.1664, -0.6086, -1.0666], [-2.8657, 0.3963, -2.3078], [-2.1959, 2.7364, -1.4893], [-0.1010, -0.2203, 2.2954], [1.1243, 0.5845, 1.5328], [-0.2058, 1.4218, 1.9579], [0.4759, -2.2475, 0.8011], [1.9159, -1.9410, 0.1697], [0.9342, -3.0392, -0.5400], [-1.5725, -0.4583, 0.4556]], "atomic_forces_ev_per_a": [[-1.065, 1.644, 0.215], [-2.606, 1.147, -1.321], [-0.790, 1.960, -3.265], [-0.671, -2.128, -0.668], [0.675, -2.648, 1.512], [0.545, 0.049, 0.544], [1.977, -0.853, -0.309], [0.368, -1.725, 0.533], [0.641, 0.467, 0.486], [0.594, -0.807, -0.134], [-1.017, -2.847, 2.515], [1.588, -0.141, -0.806], [-0.674, 1.093, 0.688], [-1.310, 0.558, 1.034], [1.857, 1.349, -0.084], [-0.627, 1.373, -0.837], [0.516, 1.509, -0.101]], "mulliken_charge": [-0.1431, -0.0912, -1.5407, -1.0301, 0.2708, -0.3912, -0.1756, 0.0996, -0.1862, 0.4062, 0.4553, 0.3331, 0.4796, 0.3461, 0.3692, 0.3560, 0.4421], "e_lumo_ev": 0.472, "relative_energy_ev": 0.935, "max_force_ha_per_bohr": 0.07648, "total_charge": 0}

---

Entry 3:
{"formula": "C5H8Cl12", "method": "ωB97M-V with the def2-TZVPD basis set", "symbols": ["Cl", "C", "Cl", "Cl", "H", "Cl", "C", "Cl", "Cl", "H", "Cl", "C", "Cl", "H", "H", "Cl", "C", "Cl", "H", "H", "Cl", "C", "Cl", "H", "H"], "positions_angstrom": [[-0.0918, 1.7392, 3.8517], [1.0416, 2.9302, 3.1709], [2.4736, 2.0968, 2.5571], [1.4442, 4.1931, 4.3096], [0.5237, 3.3462, 2.3150], [0.3073, -2.2279, -2.6038], [1.9841, -2.5224, -2.0641], [2.8080, -1.0007, -1.7912], [2.9047, -3.5264, -3.1750], [1.8469, -3.0839, -1.1487], [-3.6399, -5.8537, 0.8992], [-3.2220, -4.1600, 0.5513], [-4.6239, -3.1049, 0.7158], [-2.3892, -3.9037, 1.1966], [-2.8600, -4.1593, -0.4718], [0.5933, 5.4302, -2.0714], [0.4650, 3.6967, -2.2787], [1.4563, 2.7824, -1.1255], [-0.5806, 3.4465, -2.1250], [0.7571, 3.3740, -3.2716], [-0.8125, -1.4730, 0.6919], [-0.1140, 0.1066, 0.4695], [-1.3268, 1.4255, 0.5010], [0.5374, 0.3414, 1.3080], [0.5176, 0.1072, -0.4108]], "atomic_forces_ev_per_a": [[0.169, 0.154, 0.181], [-0.435, -0.459, -0.303], [0.122, 0.082, 0.044], [0.022, -0.008, 0.029], [0.126, 0.209, 0.025], [0.312, -0.035, -0.276], [-0.601, -0.228, -0.027], [0.051, 0.095, 0.197], [-0.150, -0.011, -0.102], [0.381, 0.201, 0.168], [-0.003, -0.001, 0.092], [0.236, -0.616, -0.387], [0.359, 0.050, 0.060], [-0.344, 0.325, 0.298], [-0.241, 0.248, -0.063], [0.218, 0.221, -0.085], [-0.464, -0.505, -0.023], [0.086, 0.138, -0.006], [0.099, -0.165, 0.175], [0.173, 0.317, -0.037], [-0.228, -0.350, 0.085], [0.561, 0.847, 0.675], [0.158, -0.420, -0.415], [-0.109, -0.290, 0.102], [-0.497, 0.201, -0.409]], "mulliken_charge": [-0.1203, 0.1716, -0.1334, -0.1250, 0.2110, -0.1287, 0.0861, -0.0979, -0.1260, 0.2680, -0.1713, -0.1121, -0.1331, 0.1575, 0.2561, -0.1534, -0.2840, -0.0998, 0.2192, 0.3253, -0.1142, 0.2301, -0.1661, 0.0536, -0.0134], "e_lumo_ev": 0.318, "smiles": "ClC(Cl)Cl.ClC(Cl)Cl.ClCCl.ClCCl.ClCCl", "relative_energy_ev": 0.000, "max_force_ha_per_bohr": 0.02372, "total_charge": 0}

---

Entry 4:
{"formula": "C5H8Cl2O", "method": "ωB97M-V with the def2-TZVPD basis set", "symbols": ["C", "C", "C", "C", "C", "O", "Cl", "Cl", "H", "H", "H", "H", "H", "H", "H", "H"], "positions_angstrom": [[0.3796, -0.9774, -0.0181], [0.9870, -0.5831, -1.2939], [1.3524, 0.9339, 1.4184], [0.5718, -0.3443, 1.1744], [-2.7827, 0.3446, -0.9117], [-0.4282, -1.9651, -0.0771], [-2.3880, -1.2143, -0.9448], [-3.2701, 1.1171, 0.5706], [2.0088, -0.8658, -1.5369], [0.8815, 0.5658, -1.2855], [0.3979, -1.0604, -2.0116], [1.9120, 1.2607, 0.4660], [2.0252, 0.7195, 2.2511], [0.5687, 1.6282, 1.6930], [-0.0265, -0.6375, 1.9613], [-2.1895, 1.0782, -1.4552]], "atomic_forces_ev_per_a": [[-0.220, -2.102, -0.067], [0.711, 2.976, 0.285], [0.292, -1.360, -1.843], [1.293, 2.130, -0.611], [0.086, 2.671, 0.431], [1.407, -0.395, 0.994], [-1.156, -1.279, -0.657], [-0.237, -0.365, 0.031], [0.234, 0.077, 0.593], [0.364, -1.628, -0.827], [-1.027, -0.251, -1.477], [-0.760, -0.326, 1.743], [0.122, 0.564, -0.047], [0.227, 0.697, 0.234], [-1.153, -0.908, 1.620], [-0.186, -0.501, -0.401]], "mulliken_charge": [0.5792, -1.0295, -0.9642, -0.2887, -0.1382, -0.6430, 0.0324, -0.1506, 0.2963, 0.2787, 0.3245, 0.2772, 0.3278, 0.2683, 0.5153, 0.3146], "e_lumo_ev": [-0.133, -1.098], "relative_energy_ev": 3.770, "max_force_ha_per_bohr": 0.05977, "total_charge": 0}